DFT (wB97M-V/def2-TZVPD) results for C31H45AlBr4F2N8O8S as an isolated structure in a non-equilibrium geometry.

## Properties
Electronic energy   -364201.657 eV
LUMO   -4.41 eV

CARTESIAN COORDINATES (ANGSTROEM)
O -0.40 7.68 -2.75
C -1.39 7.07 -2.45
C -1.99 5.94 -3.33
C -1.02 4.76 -3.32
C -1.02 3.86 -2.27
C -0.12 2.76 -2.20
N -0.23 1.91 -1.12
C 0.65 0.94 -1.13
C 0.63 -0.06 0.02
C 0.85 -1.56 -0.39
C 0.15 -1.99 -1.70
S 1.32 -2.60 -2.97
O 1.42 -1.69 -4.09
O 2.62 -2.87 -2.43
O 0.67 -3.97 -3.57
C 1.64 0.79 -2.18
N 1.76 1.55 -3.25
C 0.83 2.56 -3.22
C 0.82 3.49 -4.32
C -0.07 4.54 -4.39
C 0.03 5.43 -5.66
C -0.40 4.53 -6.89
C 0.82 3.93 -7.65
Br 0.58 3.88 -9.59
H -1.88 7.37 -1.48
H -2.95 5.66 -2.87
H -2.15 6.39 -4.33
H -1.76 4.03 -1.47
H 1.45 0.22 0.70
H -0.31 0.01 0.60
H 0.40 -2.17 0.42
H 1.93 -1.77 -0.35
H -0.46 -1.22 -2.19
H -0.52 -2.85 -1.52
H 0.48 -3.77 -4.50
H 2.34 -0.06 -2.10
H 1.54 3.33 -5.13
H -0.62 6.31 -5.60
H 1.09 5.72 -5.74
H -0.95 3.66 -6.47
H -1.11 5.05 -7.56
H 0.92 2.87 -7.34
H 1.78 4.40 -7.36
N -0.97 -1.08 3.67
C -0.15 -2.07 4.11
C 0.47 -1.63 5.25
C 0.00 -0.31 5.50
C -0.89 0.00 4.51
H -1.55 -1.12 2.84
H -0.07 -3.01 3.58
H 1.19 -2.18 5.84
H 0.28 0.33 6.32
H -1.47 0.89 4.33
C 3.68 -1.62 2.73
O 2.72 -1.75 2.02
N 4.59 -0.62 2.58
N 3.95 -2.50 3.77
H 5.40 -0.49 3.16
H 4.43 0.04 1.83
H 3.29 -3.25 3.92
H 4.74 -2.41 4.38
C 5.88 -5.37 3.28
C 5.77 -5.83 4.72
O 5.25 -5.12 5.55
C 6.33 -7.18 5.06
H 5.43 -4.37 3.20
H 6.94 -5.31 2.99
H 5.35 -6.05 2.62
H 7.40 -7.21 4.84
H 5.82 -7.95 4.48
H 6.18 -7.38 6.12
F -2.44 -2.05 -1.54
Al 6.56 -3.13 2.66
C -4.37 2.21 3.55
O -3.19 2.08 3.29
N -5.00 3.42 3.48
N -5.16 1.17 3.95
H -5.97 3.56 3.70
H -4.45 4.21 3.20
H -4.73 0.27 4.01
H -6.14 1.26 4.17
C 2.82 2.09 8.17
Br 3.14 0.31 7.51
Br 0.95 2.39 8.52
Br 3.92 2.51 9.70
H 3.10 2.78 7.37
F -4.38 -1.88 -1.72
O 1.78 3.12 5.35
H 1.23 2.83 6.09
N -6.85 -2.11 -3.47
C -6.50 -1.94 -4.74
C -6.46 -2.96 -5.68
C -6.80 -4.24 -5.27
C -7.17 -4.44 -3.95
C -7.18 -3.35 -3.09
H -6.24 -0.92 -5.01
H -6.16 -2.76 -6.70
H -6.78 -5.07 -5.97
H -7.44 -5.43 -3.59
H -7.46 -3.46 -2.05

Mulliken population analysis, charges in e, atoms 1 to 99:
1. O -0.4593
2. C 0.0281
3. C -1.3260
4. C 0.5057
5. C -0.6172
6. C 0.2550
7. N -0.4874
8. C 0.5726
9. C -0.5831
10. C -0.3919
11. C -0.9586
12. S 1.2485
13. O -0.6721
14. O -0.6795
15. O -0.5001
16. C -0.7072
17. N -0.6139
18. C -0.2321
19. C -0.1764
20. C 0.8482
21. C -1.1128
22. C -0.6147
23. C -0.7362
24. Br -0.2026
25. H 0.3565
26. H 0.4241
27. H 0.3442
28. H 0.4529
29. H 0.2033
30. H 0.2400
31. H 0.2938
32. H 0.4469
33. H 0.4009
34. H 0.6406
35. H 0.3657
36. H 0.6171
37. H 0.4583
38. H 0.2762
39. H 0.4987
40. H 0.3443
41. H 0.5465
42. H 0.3593
43. H 0.3866
44. N 0.1297
45. C -0.6078
46. C -0.5699
47. C 0.3909
48. C -1.1910
49. H 0.2418
50. H 0.4092
51. H 0.5177
52. H 0.2210
53. H 0.5298
54. C 0.6460
55. O -0.5129
56. N -0.3552
57. N -0.4406
58. H 0.1845
59. H 0.2004
60. H 0.1489
61. H 0.2215
62. C -0.5734
63. C 0.7523
64. O -0.4802
65. C -1.2188
66. H 0.2043
67. H 0.2695
68. H 0.5025
69. H 0.3499
70. H 0.3454
71. H 0.3245
72. F -0.2924
73. Al 0.4093
74. C 0.6197
75. O -0.6013
76. N -0.4203
77. N -0.3524
78. H 0.1498
79. H 0.2227
80. H 0.2076
81. H 0.1612
82. C -0.3823
83. Br 0.0137
84. Br -0.0792
85. Br -0.0837
86. H 0.4555
87. F -0.1705
88. O -0.7789
89. H 0.2166
90. N -0.5019
91. C -0.1682
92. C -0.3820
93. C -0.1794
94. C -0.3724
95. C -0.1188
96. H 0.3472
97. H 0.3498
98. H 0.3542
99. H 0.3468